Molecular formula: C44H101Br6Cl12O20P5
Method: DFT, ωB97M-V/def2-TZVPD

Atoms and positions in Å:
C  0.41520  -3.83863  4.88885
C  -0.48239  -4.10865  3.70038
O  0.31929  -4.78629  2.60942
P  0.25170  -6.32743  2.32335
O  -1.04827  -6.84486  1.79914
O  0.68704  -6.89209  3.69551
C  0.59778  -8.28570  3.96423
C  1.12616  -8.55381  5.36384
O  1.40039  -6.51048  1.28293
C  2.70639  -5.83683  1.33988
C  3.44090  -6.31158  2.55194
H  -0.04458  -3.24866  5.67405
H  0.64278  -4.84223  5.22576
H  1.42932  -3.42570  4.74332
H  -1.20384  -4.83070  3.99395
H  -0.81999  -3.17796  3.28053
H  -0.44352  -8.61219  3.97738
H  1.14326  -8.84442  3.23038
H  2.11049  -8.14837  5.56547
H  0.51631  -8.08027  6.12476
H  1.14059  -9.62147  5.52345
H  3.17863  -6.14822  0.42204
H  2.67747  -4.73561  1.34436
H  3.58965  -7.40391  2.49559
H  4.48756  -5.94961  2.60750
H  3.01455  -6.01672  3.49977
C  5.92474  7.70662  1.25065
C  4.43429  7.50216  1.63430
O  3.69829  6.99438  0.42386
P  2.17789  7.50706  0.31689
O  1.44589  7.59278  1.56349
O  2.32901  8.96237  -0.40724
C  3.01811  9.11781  -1.67524
C  3.93752  10.25028  -1.58377
O  1.67620  6.52763  -0.80250
C  0.26818  6.64455  -1.26147
C  -0.67388  5.77934  -0.47366
H  6.43054  6.79321  0.97429
H  6.05763  8.48290  0.49934
H  6.31502  8.00106  2.22390
H  4.37636  6.69998  2.37346
H  3.99635  8.44622  1.95229
H  3.59112  8.20939  -1.81291
H  2.29779  9.31941  -2.45279
H  4.44095  10.43110  -2.54141
H  3.30354  11.11132  -1.32564
H  4.64228  10.05780  -0.78105
H  -0.01939  7.69024  -1.33739
H  0.35413  6.18212  -2.26542
H  -0.94188  6.21670  0.48970
H  -1.64028  5.76190  -0.99562
H  -0.34444  4.76263  -0.39499
C  6.88996  0.13505  1.40424
C  5.54542  -0.50661  1.15047
O  5.38450  -1.68553  2.10148
P  6.04132  -2.99934  1.45518
O  7.31630  -2.72502  0.79954
O  6.04008  -3.93818  2.67070
C  7.04009  -3.53479  3.76212
C  7.02834  -4.71931  4.63125
O  4.99804  -3.72916  0.62055
C  5.08826  -3.61331  -0.85861
C  4.52427  -4.83095  -1.49107
H  6.97250  1.09417  0.89354
H  6.95848  0.41910  2.45070
H  7.69315  -0.50984  1.04814
H  4.69561  0.15082  1.34839
H  5.43065  -0.86435  0.14251
H  8.01230  -3.36080  3.29818
H  6.58997  -2.68022  4.27386
H  7.63046  -4.59538  5.54397
H  6.04665  -4.91411  5.02577
H  7.32579  -5.57842  4.03625
H  4.37369  -2.83484  -1.08964
H  6.13523  -3.44405  -1.13993
H  5.20649  -5.63927  -1.25186
H  3.50641  -5.03727  -1.18675
H  4.59610  -4.72660  -2.59226
C  -2.67464  1.73233  -1.28884
C  -1.45878  1.05183  -0.80906
O  -1.51016  -0.42825  -0.91846
P  -1.85856  -1.12161  0.42132
O  -2.87107  -0.42963  1.18501
O  -2.17002  -2.50016  -0.23769
C  -2.09550  -3.85900  0.35550
C  -3.19669  -4.04273  1.39008
O  -0.57250  -1.31158  1.31766
C  0.72261  -1.74025  0.68211
C  1.78448  -1.69235  1.73580
H  -2.91593  1.50396  -2.33422
H  -3.50636  1.40947  -0.68661
H  -2.61574  2.80428  -1.13251
H  -0.62442  1.32476  -1.44377
H  -1.28842  1.31752  0.22141
H  -2.30347  -4.49648  -0.50325
H  -1.20369  -3.97416  0.94920
H  -2.95673  -4.95660  1.94910
H  -3.23550  -3.23325  2.11375
H  -4.22760  -4.04094  0.99180
H  0.57920  -2.78317  0.38196
H  0.93306  -1.00702  -0.08515
H  1.61363  -2.25005  2.63256
H  2.71965  -2.06017  1.28935
H  2.06298  -0.69653  2.06120
C  -7.51409  4.12948  -5.35739
C  -6.55064  3.62929  -4.34210
O  -5.36078  4.53377  -4.32243
P  -5.02690  5.65636  -3.26650
O  -5.90189  5.55680  -2.11575
O  -5.02952  6.93512  -4.15856
C  -6.29113  7.63629  -4.48107
C  -6.01919  8.50355  -5.62103
O  -3.48280  5.50475  -2.99311
C  -2.56851  5.38988  -4.12470
C  -2.25948  4.02095  -4.46766
H  -7.82504  5.15114  -5.09211
H  -7.12427  4.24066  -6.39467
H  -8.38075  3.45967  -5.31569
H  -6.98389  3.60599  -3.35687
H  -6.18526  2.63159  -4.58050
H  -7.08006  6.90075  -4.54521
H  -6.50792  8.22305  -3.57325
H  -5.23968  9.20945  -5.36864
H  -5.73467  7.99924  -6.53677
H  -6.96653  9.04233  -5.75177
H  -2.96066  5.92399  -4.98275
H  -1.62359  5.77170  -3.74531
H  -1.58476  3.87819  -5.32156
H  -1.76161  3.43484  -3.70006
H  -3.17492  3.48227  -4.62136
Cl  -1.51407  -0.07669  -4.48010
C  -1.77607  -1.68282  -3.84304
C  -3.21241  -1.80330  -3.33435
Cl  -3.63353  -3.60459  -3.18956
H  -1.01409  -1.79206  -3.08543
H  -1.57222  -2.38409  -4.65797
H  -3.93374  -1.53020  -4.09998
H  -3.40542  -1.30177  -2.37372
Cl  -6.01876  0.70966  4.78890
C  -5.36437  -0.93692  5.03425
C  -3.92609  -0.87946  4.60670
Cl  -3.06109  -2.44129  4.90237
H  -5.88006  -1.63295  4.38055
H  -5.51858  -1.17833  6.09219
H  -3.41512  -0.06776  5.12427
H  -3.81012  -0.74428  3.51522
Cl  4.31093  2.40815  2.88126
C  3.77430  3.87173  2.02291
C  3.17480  3.51865  0.65615
Cl  1.62232  2.64120  0.72249
H  4.59537  4.57054  1.82117
H  3.05070  4.37086  2.67216
H  3.76282  2.83250  0.06833
H  2.92262  4.40680  0.08905
Cl  2.82487  0.37014  -1.62025
C  2.15359  0.04202  -3.24352
C  1.94955  -1.41655  -3.53101
Cl  3.49205  -2.19916  -4.17685
H  2.84452  0.52644  -3.95296
H  1.14164  0.50108  -3.24800
H  1.17330  -1.47916  -4.31893
H  1.64560  -1.92590  -2.64379
Cl  -6.71839  -2.42757  1.44742
C  -5.95959  -1.77918  -0.04823
C  -5.97385  -0.27503  0.14200
Cl  -5.74770  0.40347  -1.46415
H  -6.55217  -2.06649  -0.89548
H  -4.95574  -2.19333  -0.00283
H  -5.21297  0.05103  0.81688
H  -6.94543  0.07151  0.48150
Cl  0.68070  -4.28535  -1.89831
C  -0.23039  -5.85523  -1.94950
C  0.41630  -6.85490  -2.80546
Cl  0.76537  -6.36760  -4.41359
H  -1.28777  -5.70005  -2.20951
H  -0.23001  -6.23093  -0.93200
H  -0.13526  -7.79697  -2.90600
H  1.41187  -7.12045  -2.42076
C  -3.67335  -8.21214  -0.25522
Br  -2.83580  -8.98044  -1.89534
Br  -4.85150  -9.49283  0.57367
Br  -4.50268  -6.58236  -0.71787
H  -2.81635  -8.06278  0.37219
C  -2.53253  4.47982  2.62314
Br  -2.40085  6.12989  3.68280
Br  -3.77273  4.56631  1.09827
Br  -2.79041  2.89582  3.75217
H  -1.52221  4.32161  2.27863

Force components x, y, z for each atom (eV/Å):
1.1 -0.9 0.1
2.3 0.1 -0.8
-0.4 1.2 0.8
-2.2 0.9 -1.6
1.3 0.2 0.5
0.2 -0.5 1.2
-0.3 -0.4 1.4
0.1 0.4 0.0
0.5 0.4 -0.6
-0.1 0.1 0.5
2.0 -0.8 0.2
-0.4 -0.1 0.0
0.0 -0.2 0.8
-0.7 0.3 -0.7
-1.2 -0.1 0.1
-0.6 0.0 -0.5
-0.1 0.2 -0.5
0.3 -0.3 -0.5
0.4 -0.1 -0.4
-0.5 -0.1 0.0
0.0 -0.3 0.2
0.2 -0.1 -0.1
-0.7 -0.4 -0.1
-0.5 0.2 0.3
-0.6 0.3 -0.4
-0.5 0.0 0.1
-1.5 0.1 1.0
0.8 -0.8 -2.0
-0.1 0.5 1.0
1.6 1.1 -1.2
-0.5 0.1 0.5
-0.6 -0.6 0.5
-0.3 -1.4 0.7
0.1 1.4 0.3
-0.8 0.0 -0.1
1.0 -1.3 -0.9
-1.2 1.0 0.1
-0.1 -0.3 -0.3
0.1 0.0 0.1
0.6 0.4 -0.2
-0.3 0.4 0.1
-0.1 -0.2 0.2
-0.1 -0.4 -0.6
-0.4 -0.5 -0.3
0.0 0.0 0.3
0.6 0.1 0.0
0.3 0.3 0.0
0.0 0.0 0.1
-0.1 0.7 0.3
0.4 -0.2 0.2
0.2 0.0 -0.2
0.4 -0.5 0.2
-0.3 0.5 -0.3
-0.2 -0.5 1.3
0.2 1.0 -1.7
0.8 1.8 1.2
0.6 -0.1 -0.5
1.6 -0.3 2.5
-1.7 -0.2 -1.0
0.5 -0.8 1.1
-1.4 -1.0 -2.5
-0.8 0.3 0.7
1.0 -0.7 -0.8
-0.2 0.0 -0.4
0.2 -0.4 0.2
-0.1 0.1 0.4
0.2 -0.1 0.2
0.1 -0.2 -0.5
-0.3 0.3 0.0
0.4 0.2 -0.4
0.3 -0.1 -0.5
-0.7 0.0 -0.1
0.3 -0.2 0.3
0.5 0.9 -0.3
-0.5 0.3 0.1
-0.2 -0.6 0.1
-0.1 0.0 -0.1
-0.3 0.1 0.5
-1.1 -0.2 -0.3
0.9 -0.5 -0.6
0.5 2.1 -1.0
0.6 -1.5 0.5
-1.5 0.5 1.0
-0.1 -1.7 0.1
-1.9 1.5 0.6
-0.6 0.1 0.0
1.1 -0.2 -0.5
-1.3 0.0 1.6
1.3 0.5 -0.4
0.2 0.1 0.2
-0.4 -0.1 0.2
0.3 0.2 -0.2
0.5 0.0 0.2
0.4 0.1 0.4
0.8 -0.2 0.2
0.9 -0.2 -0.8
-0.4 0.0 -0.2
0.5 0.2 0.2
0.6 -0.5 -0.1
0.1 0.4 -0.5
0.0 -0.3 -0.5
-0.5 -0.6 0.3
-0.2 -0.2 0.0
-0.4 0.5 -0.1
-0.5 0.8 -0.7
1.7 0.8 0.0
-0.7 -1.5 -0.8
-0.1 -1.2 -0.5
-0.3 0.5 1.0
-0.6 1.3 -0.3
1.3 -0.9 2.4
-0.8 0.9 -0.7
0.3 -0.3 -0.3
0.6 1.3 1.0
0.2 -3.0 -0.4
-0.2 -0.4 0.1
-0.1 -0.6 0.7
0.0 0.3 -0.3
-0.1 0.1 0.4
0.2 0.1 0.0
-0.2 -0.1 -0.5
-0.1 -0.1 -0.4
0.1 0.2 0.1
-0.1 -0.3 -0.1
0.3 0.2 -0.5
0.1 0.4 0.1
-0.2 1.0 -0.2
-0.4 0.5 -0.1
0.1 0.3 0.6
-0.5 -0.4 -0.6
0.1 1.2 -0.5
-0.3 -0.8 0.1
-0.1 -1.1 -0.1
0.4 0.7 0.4
-0.2 -0.4 0.5
-0.2 0.1 0.2
0.2 0.5 0.1
0.2 -0.3 -0.5
-0.2 -0.1 -0.1
0.0 -0.1 0.0
0.7 0.1 -0.7
-0.3 0.3 0.3
-0.4 0.0 0.1
0.2 -0.1 -0.4
0.2 -0.3 0.0
-0.3 0.2 0.6
0.2 0.2 0.0
-0.6 0.1 -0.9
-0.5 0.0 0.3
-0.5 -0.1 0.5
0.1 -0.5 0.3
0.0 -0.1 -0.2
0.7 0.2 0.0
0.4 0.3 0.0
0.2 -0.2 0.1
-0.3 0.7 -0.2
0.6 0.2 -1.3
-1.0 0.4 0.5
-0.6 -0.2 0.2
0.7 0.0 -0.1
0.6 -0.3 0.4
-0.1 -0.5 0.4
-0.2 -0.4 0.2
0.1 0.4 1.6
-0.7 -0.6 -0.3
0.2 0.6 -0.8
-0.1 -0.3 -0.3
0.0 0.1 -0.6
0.6 0.2 0.3
0.0 -0.1 0.1
-0.5 -0.6 -0.1
-1.0 0.5 0.8
1.5 -1.7 0.4
0.0 0.8 -1.9
0.5 0.4 -0.2
0.1 0.0 0.3
-0.2 0.4 0.5
-0.4 0.0 0.3
0.5 -0.9 -0.9
-0.3 0.1 0.5
0.2 0.3 -0.1
-0.3 0.3 0.1
0.1 0.3 0.5
0.1 -0.1 0.3
-0.4 -0.7 -0.5
0.6 0.1 1.0
-0.3 0.6 -0.4
-0.1 0.2 -0.5

Computed properties:
max |F|: 3.1 eV Å⁻¹
2S+1: 1
E: -705199.2088 eV